# 1
DFT (ωB97M-V/def2-TZVPD) results for a single C5H5NO molecule in a non-equilibrium geometry.

Each line ends with the natural charge from an NBO analysis.
Atoms and positions in Å:
C -0.6677 -0.2402 -0.0611  0.22
H -2.1689 -1.4266 0.0203  0.38
O 2.8326 -0.6751 0.0301  -0.51
H 0.3353 -2.1702 -0.0291  0.22
C 1.2258 1.1538 0.0838  -0.25
C 0.3971 -1.1229 -0.0381  -0.46
H -2.6038 0.0810 -0.3476  0.38
H -0.8624 2.0081 -0.0915  0.22
H 1.8856 1.9924 0.3174  0.23
C -0.1245 1.1786 -0.0874  -0.21
N -1.9330 -0.4792 0.1997  -0.75
C 1.6839 -0.2996 0.0035  0.54

Properties
* energy above the lowest of the compared OMol25 structures with the same formula, charge and spin: 1.2996 eV
* highest occupied orbital energy: -0.30783 hartree
* SMILES string: NC1=CC(=O)C=C1
* electronic energy: -8802.11941 eV

# 2
DFT (ωB97M-V/def2-TZVPD) results for a 2-piece molecular cluster, HNO2S2 overall in a non-equilibrium geometry.

Each line ends with the natural charge from an NBO analysis.
Atoms and positions in Å:
S -0.0397 0.3654 -1.6830  -0.03
O 2.6532 -1.2444 -0.9676  -0.30
S 1.3836 0.7226 -0.3938  -0.04
O 4.6117 -1.6623 -0.1137  -0.27
H -1.0800 -0.5540 -1.0027  0.13
N 3.7220 -1.8072 -0.8745  0.50

Properties
* energy above the lowest of the compared OMol25 structures with the same formula, charge and spin: 2.4346 eV
* highest occupied orbital energy (spin up / spin down): -0.34690 / -0.31994 hartree
* electronic energy: -27266.88100 eV

# 3
DFT (ωB97M-V/def2-TZVPD) results for a single C21H23N3O molecule.

Each line ends with the natural charge from an NBO analysis.
Atoms and positions in Å:
O -4.0630 1.2823 0.3086  -0.41
C -0.7202 -1.7166 -0.6051  -0.23
H -6.9229 2.1105 1.6287  0.23
C 5.1551 0.3592 -0.3490  -0.08
C 2.7205 0.5746 -0.2113  -0.02
C -5.2431 -1.7733 -1.3558  -0.62
H -2.5750 0.1269 1.4815  0.23
H -1.6172 1.3848 -0.4613  0.21
H 1.8058 1.5976 -1.8198  0.23
H 5.2628 -1.4144 3.0892  0.21
H 1.4112 -0.6811 0.9259  0.18
H -0.7142 1.7656 1.0150  0.20
H -0.9997 -2.4630 -1.3479  0.23
N -3.0316 -1.5016 -0.6295  -0.21
H 1.3444 1.0392 1.3411  0.21
C 5.2244 -0.9242 2.1271  -0.21
H -4.4635 3.1539 1.0831  0.20
C 0.0085 -0.5379 -1.2779  -0.24
C -1.6566 -0.1949 1.0000  -0.27
H -4.7377 -2.5026 -1.9810  0.23
C 5.1197 1.0296 -1.5892  -0.19
H 3.9054 1.9967 -3.0448  0.21
C 6.3756 -0.0810 0.2046  -0.17
C -4.8703 2.1786 0.9027  0.08
C 1.4103 0.3357 0.5040  -0.25
C 2.7379 1.2430 -1.4084  -0.21
C 6.4133 -0.7113 1.4154  -0.22
C 3.9341 1.4709 -2.1016  -0.21
H 7.2857 0.0966 -0.3510  0.21
H -5.9350 -2.2975 -0.6982  0.21
C -0.9452 0.9745 0.2990  -0.22
H 3.1261 -0.6804 2.1887  0.21
N 0.2734 0.5634 -0.3689  -0.45
H -5.8173 -1.0915 -1.9799  0.21
H -1.0003 -0.6197 1.7692  0.19
H 0.9536 -0.8752 -1.7069  0.21
H -0.0756 -2.1852 0.1467  0.18
C -6.0260 0.3027 0.6834  -0.29
C 4.0249 -0.5145 1.6148  -0.21
C -4.2138 -1.0230 -0.5443  0.09
C -4.7614 0.1235 0.1781  0.22
N -1.9280 -1.2501 0.0426  -0.24
H 6.0481 1.1932 -2.1175  0.21
C -6.0872 1.6309 1.1613  -0.31
H 7.3521 -1.0439 1.8333  0.21
H -6.8067 -0.4282 0.7285  0.23
H -0.6254 -0.1544 -2.0841  0.20
C 3.9440 0.1316 0.3611  0.01

Properties
* energy above the lowest of the compared OMol25 structures with the same formula, charge and spin: 3.8040 eV
* highest occupied orbital energy: -0.26526 hartree
* SMILES string: C/C(=N/N1CCN(Cc2cccc3ccccc23)CC1)c1ccco1
* electronic energy: -28666.13310 eV

# 4
DFT (ωB97M-V/def2-TZVPD) results for C13H23B4FO14 as an isolated structure in a non-equilibrium geometry.

Each line ends with the natural charge from an NBO analysis.
Atoms and positions in Å:
O -3.7941 3.8901 0.8900  -0.89
C -1.0280 -2.7729 -0.7619  -0.64
O -4.0261 5.0930 -1.2066  -0.89
O 5.4690 1.6035 0.4861  -0.50
B -5.1922 4.3856 -1.4305  0.97
O -0.9538 0.8580 -0.3144  -0.50
H 1.9226 -6.6912 2.1627  0.23
H -1.1587 -8.5348 1.6127  0.19
H 3.0301 2.6574 -0.0782  0.18
O -1.6017 6.7868 0.1903  -0.88
C 4.7998 0.5714 -0.0878  0.97
C -0.0929 -6.6527 1.3900  0.06
O 0.1796 1.4892 -2.1830  -0.59
O -0.4550 -6.4635 0.0055  -0.50
C -1.8108 -6.4791 -0.0661  0.97
C 1.2725 -7.3041 1.5403  -0.64
H -2.4921 -0.5083 -0.3787  0.19
H 1.2018 -8.2791 2.0236  0.22
H 0.3903 -1.4212 0.1468  0.19
C -0.2601 0.6475 -1.4620  0.98
C -0.2189 3.8142 -0.6943  -0.24
B -3.2723 4.7433 -0.0737  0.82
H -6.0158 4.7823 -2.1863  -0.10
F -6.0548 3.6459 1.5447  -0.47
C -0.5016 -1.3747 -0.4826  0.06
C -1.5076 -0.4054 0.0835  -0.09
H -0.1418 4.4109 -1.6050  0.17
H -0.9531 3.0481 -0.8775  0.19
O -5.4135 3.2367 -0.6895  -0.89
H -2.0699 -2.8828 -0.4583  0.22
H 5.9168 2.8064 -1.1120  0.18
O -2.4432 -6.1450 -1.0129  -0.57
O -0.1255 -0.6792 -1.6898  -0.49
O 4.9687 -0.5751 0.1710  -0.57
B -1.7116 5.4093 0.1697  0.88
H 1.7549 -7.4289 0.5732  0.25
H -0.0986 -5.6657 1.8594  0.18
C 5.1912 2.7848 -0.2957  0.06
H 0.7375 3.3528 -0.4899  0.19
C -1.2630 -7.4776 1.8678  -0.09
O 3.9055 1.0346 -0.9973  -0.49
H 5.6296 3.8395 1.5431  0.24
H 5.9902 4.7545 0.0826  0.22
H 4.3271 4.5704 0.5934  0.22
C 5.2869 4.0560 0.5334  -0.64
C 3.8135 2.4536 -0.8123  -0.09
H -1.6057 -0.4605 1.1648  0.21
H -0.4598 -3.5113 -0.1976  0.22
H 3.5728 2.9550 -1.7465  0.21
H -0.9475 -3.0271 -1.8161  0.25
O -0.5980 4.6562 0.4028  -0.73
H -1.4576 -7.3781 2.9329  0.21
O -2.3428 -6.9332 1.0975  -0.49
B -5.1078 3.5627 0.6209  1.37
H -2.1847 7.1519 -0.4821  0.49

Properties
* energy above the lowest of the compared OMol25 structures with the same formula, charge and spin: 0.0000 eV
* highest occupied orbital energy: -0.36155 hartree
* electronic energy: -47952.50226 eV

> energy above the lowest of the compared OMol25 structures with the same formula, charge and spin of number 2 (HNO2S2)?

2.4346 eV

> Number 1 is which compound?

C5H5NO

> Which of these has the highest electronic energy?

C5H5NO